Entry 1:
ORCA calculation (the ωB97M-V functional and the def2-TZVPD basis) on a cluster of 11 separate species, C68H108B4F16N11O5 in total at a distorted geometry.

Structure (XYZ):
```
212
Properties=species:S:1:pos:R:3:forces:R:3
C -1.267585 2.159813 3.234673 -0.067 0.627 -0.949
C -1.266009 3.003330 4.492661 0.060 -0.974 0.842
N -0.952385 2.247816 5.866193 0.020 1.100 0.444
C 0.557643 2.222674 6.181163 -0.054 0.112 0.689
C -1.674613 3.105293 6.966800 1.450 0.722 -0.284
C -1.034367 4.508634 7.169639 -0.069 -0.545 0.807
C -1.642173 0.904933 5.837523 -0.547 0.661 0.467
C -1.069507 -0.151161 6.701741 2.451 -1.085 0.554
O -1.065731 0.252874 8.052927 -0.428 -0.195 -0.761
C -0.723960 -0.759114 9.038830 -2.053 1.079 -1.395
H -2.144265 1.521414 3.128044 0.093 -0.178 0.248
H -0.343777 1.595308 3.071852 -0.160 0.217 -0.172
H -1.448020 2.884532 2.390555 0.580 -0.621 0.699
H -2.329858 3.297438 4.614089 1.015 0.670 0.077
H -0.465390 3.766808 4.454380 -1.092 -0.010 0.002
H 1.031357 1.252043 5.967809 -0.428 0.590 -0.300
H 0.781416 2.424213 7.259943 -0.801 -0.356 -0.812
H 1.025944 3.059842 5.654095 -0.080 -0.456 -0.185
H -1.717228 2.486761 7.868979 0.171 0.219 -0.237
H -2.640147 3.262708 6.551482 -1.000 -0.162 -0.016
H 0.041817 4.448139 7.325271 -0.067 -0.071 0.505
H -1.507131 5.018476 8.052160 0.462 -0.594 -0.845
H -1.113751 5.162387 6.315610 -0.543 0.106 -0.377
H -1.589297 0.584289 4.824337 -0.141 -0.470 -0.652
H -2.701262 1.073871 6.127983 0.604 0.035 -0.339
H 0.009333 -0.392399 6.403467 -0.991 0.366 0.158
H -1.552826 -1.111574 6.443752 -0.484 0.306 0.587
H -0.767268 -0.169203 9.916586 0.528 0.038 1.190
H 0.206347 -1.183710 8.781223 1.158 -0.635 0.109
H -1.551889 -1.467352 9.063457 0.265 -0.376 0.063
C 3.650878 -0.739918 4.685449 -1.222 1.223 -0.069
O 2.285860 -1.255386 4.617167 0.945 0.040 -0.125
C 1.547400 -0.492063 3.716187 -1.292 2.187 -0.484
C 0.367856 -1.326817 3.281718 1.270 -1.368 0.233
N 1.021579 -2.450584 2.551249 -0.074 -1.299 0.986
H 1.542374 -2.055536 1.784521 0.676 0.385 -0.816
H 1.778196 -2.871142 3.169474 -1.161 0.575 -0.685
C 0.138642 -3.498063 1.971330 -0.099 -0.074 -1.296
C -0.224727 -4.555030 2.959691 -0.249 -0.419 -0.335
O -0.924341 -3.956417 3.990646 -0.817 -0.220 0.964
C -1.165528 -4.912631 5.029608 0.681 0.232 0.022
H 3.547513 0.333695 4.452357 0.446 -0.215 0.028
H 4.315776 -1.177038 3.935271 -0.174 -0.261 0.447
H 3.928098 -0.761929 5.725525 0.528 -0.581 0.196
H 2.192996 -0.045198 2.911545 -0.684 -0.797 0.231
H 1.035436 0.397846 4.170416 0.817 -0.370 0.184
H -0.415552 -0.959230 2.650601 -0.031 0.811 -0.458
H -0.079568 -1.739611 4.175773 -0.163 -0.158 0.175
H 0.690766 -3.941741 1.116088 -0.253 0.221 0.518
H -0.760918 -2.996795 1.537182 0.806 -0.334 0.542
H 0.646596 -5.076739 3.387219 0.041 -0.075 -0.408
H -0.907705 -5.272644 2.468710 0.562 -0.141 -0.083
H -0.215068 -5.142072 5.507545 0.162 -0.137 0.144
H -1.606298 -5.868966 4.720899 -0.128 0.369 -0.380
H -1.782528 -4.418215 5.742422 -0.606 0.175 0.550
C -5.500493 10.869606 -3.542158 0.824 0.849 -1.360
O -4.107013 11.034463 -3.505157 2.124 0.397 0.304
C -3.706900 12.357971 -3.726990 -1.122 1.058 0.658
C -2.239240 12.490685 -3.691302 1.306 -0.019 0.248
N -1.703762 11.947687 -2.329484 0.687 0.761 -1.226
H -1.900885 12.614089 -1.577277 -0.348 -0.132 -0.205
H -2.251303 11.105203 -2.191699 0.077 -0.600 0.532
C -0.210683 11.659952 -2.297835 -0.147 -1.365 -0.533
C 0.160209 10.745524 -1.131129 0.190 -0.324 1.353
O -0.816896 9.733784 -1.048781 -0.954 -0.130 0.971
C -0.793931 8.957166 0.230447 1.268 -0.013 -3.546
H -5.907062 11.637243 -2.920345 -0.974 0.485 0.224
H -5.633492 9.922692 -3.100301 -0.808 -1.185 0.087
H -5.745169 10.970918 -4.620873 -0.811 -0.302 0.821
H -4.078780 13.059331 -2.972294 -0.538 -0.260 0.486
H -4.107812 12.807002 -4.637336 0.161 -0.330 -0.480
H -1.924904 13.544157 -3.723069 -0.105 -0.440 -0.363
H -1.846750 11.899020 -4.531063 0.588 0.143 0.640
H 0.388934 12.560088 -2.360602 -0.252 0.313 0.229
H 0.003060 11.079666 -3.197939 -0.211 0.177 -0.105
H 0.165944 11.258059 -0.134888 0.354 0.055 -0.839
H 1.145836 10.233932 -1.305453 -0.510 0.969 0.060
H -1.490480 8.183078 -0.036864 -0.638 -0.190 0.720
H -0.968643 9.538913 1.114110 -0.184 0.287 0.302
H 0.189269 8.481260 0.151471 0.022 0.054 0.970
C 3.433171 -5.502799 -10.489150 -0.794 0.491 -0.582
N 3.217529 -4.671869 -9.311804 -2.889 -0.256 1.616
C 2.074667 -4.904332 -8.556520 2.354 2.275 0.125
C 1.854496 -4.127559 -7.421062 -1.156 -0.659 -0.635
C 2.651366 -3.064292 -7.052351 1.579 0.015 -1.620
C 3.725987 -2.823947 -7.942064 1.085 0.849 1.675
C 4.018844 -3.666201 -8.988649 -0.032 0.768 0.111
C 2.399592 -2.218730 -5.874271 0.500 1.209 -0.073
C 1.856744 -2.773989 -4.713654 0.217 0.995 -1.569
C 1.570323 -1.902339 -3.688505 -0.390 -0.609 0.023
N 1.844706 -0.606061 -3.733544 0.222 0.340 0.827
C 2.451690 -0.070260 -4.814092 -0.214 0.506 -0.557
C 2.725637 -0.804455 -5.929228 0.297 -1.736 -0.358
C 1.527553 0.242976 -2.515643 1.397 0.919 -2.161
H 3.518775 -4.775342 -11.326100 0.546 -1.036 0.255
H 2.525257 -6.123939 -10.661181 0.874 0.354 0.154
H 4.282435 -6.095066 -10.187714 0.432 -0.394 -0.976
H 1.373438 -5.553242 -8.999097 -0.619 -0.935 -0.017
H 0.918853 -4.245477 -6.913616 -0.391 -0.420 0.329
H 4.495486 -2.034874 -7.714780 -1.059 -0.805 -0.373
H 4.869534 -3.436164 -9.605850 0.182 -0.372 -0.279
H 1.507863 -3.796380 -4.698873 0.202 0.041 0.309
H 1.009439 -2.270292 -2.864739 -0.178 0.076 0.838
H 2.637316 0.993172 -4.874709 -0.010 0.025 0.661
H 3.239505 -0.305739 -6.799954 -0.882 -0.769 1.029
H 1.915078 -0.189860 -1.620029 0.048 -0.348 0.443
H 0.518034 0.517962 -2.528392 -1.623 -0.495 0.335
H 1.981335 1.201785 -2.749788 0.665 -0.023 0.369
C 13.803116 -6.657877 3.120270 0.618 1.530 -0.664
N 13.190140 -5.231600 3.013853 0.869 -0.903 0.346
C 13.876155 -4.157391 3.485786 -1.375 -1.570 -0.768
C 13.341064 -2.894169 3.412672 -0.016 -0.667 -0.096
C 12.062228 -2.708563 2.896449 0.267 -0.330 -0.608
C 11.420102 -3.852256 2.399723 -1.229 1.292 -0.515
C 11.987107 -5.087330 2.446525 0.753 0.379 0.781
C 11.432702 -1.357917 2.776742 -0.787 -0.124 0.759
C 10.029446 -1.218093 2.985888 1.055 -1.553 -0.850
C 9.404469 -0.032525 2.840126 0.442 1.379 0.380
N 10.177885 1.091527 2.681043 0.416 -0.562 0.977
C 11.531918 1.012487 2.568482 -0.749 0.342 -0.297
C 12.180051 -0.214905 2.549759 0.220 0.247 -0.451
C 9.519552 2.395902 2.806475 -0.729 0.022 -1.126
H 14.343245 -6.871440 2.164773 -0.851 0.007 0.691
H 13.004264 -7.324964 3.392594 -0.182 -0.319 -0.246
H 14.555136 -6.656315 3.907923 -0.174 0.172 0.074
H 14.795150 -4.459887 3.912238 0.988 0.436 0.427
H 13.993995 -2.151447 3.773841 0.255 1.207 0.428
H 10.447662 -3.747679 1.901388 0.431 -0.146 0.307
H 11.490236 -5.958296 2.116532 -0.336 -0.801 -0.441
H 9.429716 -2.108448 3.119661 -0.026 0.067 0.216
H 8.320111 0.083863 2.942900 0.562 0.117 -0.160
H 12.065891 1.966733 2.455037 -0.320 -0.506 0.057
H 13.241171 -0.245122 2.266371 -0.484 0.029 0.461
H 9.798524 3.001926 1.967670 0.285 0.421 -0.343
H 9.643972 2.937235 3.715254 0.837 -0.048 0.890
H 8.460995 2.234208 2.733449 -0.494 -0.182 -0.191
C -5.495357 -2.187141 -5.355154 -0.654 1.310 -1.303
N -5.760025 -0.828386 -4.809986 -0.021 -0.862 0.091
C -4.800266 -0.396774 -3.961253 -0.338 1.325 0.831
C -5.005862 0.750010 -3.202545 -1.481 -0.062 -0.205
C -6.283473 1.365856 -3.316643 0.938 -0.782 -0.697
C -7.153324 1.003986 -4.332611 0.881 -1.745 -0.490
C -6.903696 -0.150381 -5.067839 0.376 0.829 0.286
C -6.709561 2.384380 -2.392936 -1.424 0.896 0.660
C -5.852122 3.395494 -2.038114 1.101 0.070 -1.725
C -6.266788 4.320336 -1.158827 -1.186 -0.048 1.871
N -7.477460 4.218968 -0.532267 0.901 0.072 -0.821
C -8.398191 3.325379 -0.930353 2.373 -0.227 -0.998
C -8.027947 2.402933 -1.879899 0.436 -0.784 -0.563
C -7.819497 5.190670 0.490047 0.128 0.843 0.362
H -4.939760 -2.720249 -4.659492 1.244 -0.826 1.281
H -4.900775 -2.047230 -6.256099 -0.297 -0.411 -0.175
H -6.423760 -2.712380 -5.474484 -0.428 -0.024 -0.567
H -3.908669 -0.998669 -3.807798 -0.155 -0.164 -0.282
H -4.324736 1.108293 -2.432063 0.137 -0.375 -0.167
H -8.031555 1.528957 -4.577743 -0.955 0.679 0.064
H -7.635257 -0.445034 -5.841160 0.870 -0.412 0.480
H -4.872215 3.507105 -2.544447 -0.665 -0.162 0.710
H -5.595188 5.031317 -0.756488 0.305 0.817 0.184
H -9.331886 3.370787 -0.484815 -1.627 0.003 0.792
H -8.725993 1.629231 -2.207374 0.101 0.352 0.260
H -8.660530 4.846305 1.066518 -0.046 -0.230 0.341
H -8.114760 6.089235 -0.005223 -0.444 0.679 -0.436
H -6.975268 5.502626 1.112634 -0.045 -0.747 -0.054
C -5.022248 -10.441838 -3.012585 2.014 1.199 -0.717
N -4.956033 -9.099066 -2.323426 -0.252 0.777 -0.623
C -4.945628 -7.903165 -3.034702 0.308 -1.993 -0.021
C -4.779517 -6.750297 -2.342669 -0.312 0.308 -0.663
C -4.726789 -6.743025 -0.962549 -0.480 0.900 1.345
C -4.832646 -7.928367 -0.227249 0.657 0.241 -3.265
C -4.841058 -9.085745 -0.985158 -0.621 0.238 -0.231
C -4.652593 -5.372012 -0.366014 0.292 0.762 1.055
C -3.722855 -4.453894 -0.863418 0.100 -0.544 -0.180
C -3.664147 -3.144731 -0.430170 -1.939 0.681 1.396
N -4.629307 -2.702684 0.479424 0.722 -1.675 -0.385
C -5.513350 -3.591521 0.994978 0.160 0.979 0.898
C -5.480617 -4.916036 0.677950 0.339 -0.422 -1.609
C -4.667243 -1.311937 0.977018 0.075 -0.307 0.634
H -4.358078 -11.103807 -2.424475 -0.406 0.224 -0.683
H -4.617664 -10.203593 -4.027707 -0.206 -0.810 0.834
H -6.000886 -10.851313 -3.116108 -0.859 0.054 0.279
H -4.973031 -7.886570 -4.144914 -0.161 -0.533 1.005
H -4.770471 -5.837773 -2.926929 0.203 0.040 0.213
H -4.727103 -8.053648 0.788616 0.032 0.229 2.169
H -4.799660 -10.040317 -0.508106 -0.050 -0.522 0.132
H -3.025687 -4.817167 -1.602957 0.289 0.366 -0.235
H -3.004793 -2.352613 -0.775595 -0.055 -0.575 -0.101
H -6.231659 -3.212565 1.750317 0.611 -0.144 -0.678
H -6.202857 -5.555759 1.095661 -0.784 -0.691 0.609
H -3.941784 -0.775052 0.413181 0.217 0.699 -0.274
H -4.440970 -1.234058 2.051450 0.239 -0.449 -0.421
H -5.671413 -0.938319 0.888986 -0.315 0.309 -0.473
B -1.293332 -0.699255 -0.796082 -0.091 -0.077 1.050
F -0.508437 -1.513910 -1.596034 0.152 -0.408 -0.021
F -0.852353 0.594366 -0.806288 0.326 0.374 0.232
F -2.624731 -0.733921 -1.252554 -0.064 0.050 -0.262
F -1.273483 -1.243407 0.587545 -0.163 0.507 -1.177
B -4.508484 2.028895 0.383208 -0.386 -0.314 1.850
F -4.485910 3.386983 0.630575 -0.272 1.254 -0.472
F -4.283876 1.478472 1.689393 0.539 -0.705 -0.615
F -5.790319 1.564159 -0.003224 -0.102 -0.042 -0.182
F -3.591752 1.712226 -0.595392 0.245 -0.256 -0.093
B 4.022885 -1.258994 0.721744 0.265 0.062 -0.688
F 4.783865 -1.581991 -0.368077 0.339 -0.484 -0.938
F 2.847056 -2.080761 0.749397 -0.210 -0.226 -0.014
F 4.776005 -1.486588 1.858981 0.021 0.053 0.906
F 3.608533 0.056355 0.587645 -0.406 0.652 0.472
B -1.937812 -4.011831 -4.253014 -0.978 -1.052 0.504
F -0.769679 -3.438186 -4.621968 1.375 1.111 -0.916
F -2.755495 -4.362455 -5.324403 -0.070 -0.069 -0.408
F -1.582290 -5.172171 -3.526939 -0.541 -0.119 0.449
F -2.689247 -3.115431 -3.458026 -0.261 0.243 0.500
```
Positions in Å, forces in eV/Å.

Net charge: +7



Entry 2:
ORCA calculation (the ωB97M-V functional and the def2-TZVPD basis) on the molecule C9H18N2O3S at a distorted geometry.

Structure (XYZ):
```
33
Properties=species:S:1:pos:R:3:forces:R:3
C -3.750369 -0.756962 -0.809675 -0.168 0.033 -0.112
C -3.056282 -0.335789 0.484012 -0.108 0.385 0.276
C -1.971825 0.772599 0.368282 0.058 -0.496 0.344
C -2.379891 1.868419 -0.602556 0.986 -0.248 -0.620
C -0.559824 0.253752 0.006144 -0.148 0.419 0.080
N -0.578429 -0.636342 -1.150237 -2.040 -0.619 1.033
C 0.122837 -0.400079 1.220474 -0.148 -0.179 0.145
O -0.497087 -0.947955 2.121037 0.369 0.350 -0.474
N 1.505812 -0.388458 1.270131 -0.348 -0.543 0.946
C 2.451431 0.001632 0.258588 0.192 -0.370 0.119
C 3.624445 0.728316 0.892844 0.408 -0.134 0.235
S 4.907152 1.215752 -0.308237 -0.138 -0.083 0.151
C 2.885789 -1.231306 -0.526318 -0.086 -0.352 -0.250
O 2.441707 -1.562176 -1.596290 0.078 0.219 0.184
O 3.758240 -1.986929 0.159758 0.215 -0.614 -0.353
H -4.318365 0.078566 -1.235859 0.019 -0.213 0.024
H -3.048265 -1.095388 -1.580192 -0.145 0.068 0.205
H -4.452603 -1.575375 -0.593257 0.138 0.243 -0.129
H -3.816921 0.062207 1.190567 0.291 -0.295 -0.405
H -2.635079 -1.213483 0.971159 0.095 0.041 0.100
H -1.873910 1.190985 1.384262 -0.037 0.020 -0.334
H -2.363793 1.514774 -1.643049 0.136 -0.037 0.255
H -3.364660 2.218096 -0.430045 -1.064 0.381 0.382
H -1.700846 2.722611 -0.538176 -0.020 -0.006 0.023
H 0.010604 1.149180 -0.294918 -0.051 -0.266 0.164
H 0.317983 -0.790234 -1.501355 1.740 -0.386 -0.740
H -0.970159 -1.557323 -0.873712 0.373 0.852 -0.318
H 1.849418 -0.932324 2.072143 -0.093 0.362 -0.593
H 1.941921 0.628740 -0.445701 -0.123 0.430 -0.395
H 4.128199 0.055062 1.614156 -0.197 0.356 -0.405
H 3.257998 1.588165 1.449661 0.024 0.039 -0.039
H 4.193842 2.153229 -0.952230 -0.031 -0.056 0.073
H 3.940936 -2.791973 -0.381415 -0.177 0.699 0.430
```
Positions in Å, forces in eV/Å.

SMILES: CC[C@H](C)[C@H](N)C(=O)N[C@@H](CS)C(=O)O
Energy relative to the best compared isomer or geometry (same formula, charge and spin) in eV: 0.259



Across the entries above, highest occupied orbital energy takes the values -19.2, -9.1 eV, respectively.
Across the entries above, DFT total energy takes the values -145035.664, -29583.868 eV, respectively.